# C4H7N3

An isolated molecule of C4H7N3 (ωB97M-V/def2-TZVPD, the OMol25 dataset).

Values from the calculation:
LUMO energy   1.1 eV
SMILES string   CNc1cc[nH]n1
Orbital gap   9.02 eV
Energy above the lowest of the compared OMol25 structures with the same formula, charge and spin   47.7 kJ/mol

The geometry in XYZ format:
```
14
Properties=species:S:1:pos:R:3:forces:R:3:nbo_charge:R:1
C -0.407 1.748 1.271 0.04 0.06 0.13 -0.406
N -0.785 1.238 -0.035 -0.12 -0.07 -0.02 -0.609
C -0.322 -0.016 -0.418 0.08 0.21 0.08 0.303
N -0.827 -0.725 -1.427 0.03 0.55 0.44 -0.326
N -0.001 -1.788 -1.523 0.45 -0.23 -0.12 -0.340
C 1.011 -1.756 -0.633 -0.08 -0.07 -0.05 -0.033
C 0.827 -0.637 0.139 0.02 -0.12 0.02 -0.406
H 0.685 1.781 1.376 -0.24 -0.04 -0.12 0.196
H -0.759 2.779 1.382 -0.01 -0.22 -0.11 0.207
H -0.807 1.157 2.110 0.06 0.04 -0.14 0.176
H -1.718 1.484 -0.330 0.10 -0.24 -0.05 0.389
H -0.107 -2.437 -2.285 -0.12 0.15 0.12 0.404
H 1.802 -2.492 -0.626 -0.21 -0.04 0.03 0.216
H 1.407 -0.337 0.998 -0.02 0.01 -0.22 0.228
```
Positions in Å, forces in eV/Å.

---

# C3H4N2S2

An isolated molecule of C3H4N2S2 (ωB97M-V/def2-TZVPD, the OMol25 dataset).

Values from the calculation:
LUMO energy   0.4 eV
SMILES string   C1=NSC=NSC1
Orbital gap   8.93 eV
Energy above the lowest of the compared OMol25 structures with the same formula, charge and spin   197.1 kJ/mol

The geometry in XYZ format:
```
11
Properties=species:S:1:pos:R:3:forces:R:3:nbo_charge:R:1
C 0.912 1.221 0.574 0.04 -0.29 0.84 -0.663
C -0.332 -1.552 0.232 -0.10 0.33 -0.16 -0.099
C -0.335 1.779 -0.026 -0.26 -0.38 -0.04 0.114
H 0.690 0.809 1.596 0.08 0.27 -0.87 0.256
H 1.663 2.003 0.725 -0.12 -0.07 -0.11 0.250
H -0.780 -2.509 0.490 0.00 -0.22 0.08 0.207
H -0.371 2.837 -0.252 0.10 0.23 0.01 0.192
N 0.923 -1.505 0.114 0.05 0.11 -0.02 -0.583
N -1.412 1.159 -0.280 0.16 -0.24 0.11 -0.552
S 1.768 -0.107 -0.335 -0.24 -0.03 0.15 0.428
S -1.721 -0.480 -0.044 0.29 0.29 0.02 0.451
```
Positions in Å, forces in eV/Å.

---

# C22H43CeN2P3S

A structure of composition C22H43CeN2P3S (ωB97M-V/def2-TZVPD, the OMol25 dataset).

Values from the calculation:
LUMO energy (spin up / spin down)   -14.4 / -14.4 eV
Total charge   +4
Orbital gap (spin up / spin down)   5.66 / 5.66 eV

The geometry in XYZ format:
```
72
Properties=species:S:1:pos:R:3:forces:R:3:mulliken_charge:R:1
Ce -0.281 1.119 -0.466 1.42 -0.26 1.92 0.022
P 1.806 -0.585 1.347 1.18 -0.94 0.73 0.999
P 0.955 -0.723 -2.471 0.43 -0.97 -1.06 1.018
P -1.228 0.914 2.595 -0.71 -0.10 1.68 0.983
H -3.562 0.874 -1.852 0.09 -0.10 0.54 0.850
C -3.344 1.200 -0.825 -1.00 0.25 0.73 -1.201
C -2.208 2.220 -0.684 -1.08 0.10 0.25 -0.730
H -2.065 2.791 -1.619 -0.04 -0.26 -0.14 0.721
C 1.554 -2.357 1.783 -0.62 0.00 -0.29 -1.259
C 3.496 -0.715 0.664 0.02 0.28 -0.94 -1.218
C 2.338 0.031 2.989 -0.55 0.61 0.25 -1.302
C 0.409 -0.648 -4.210 -0.82 0.30 0.13 -1.329
C 2.756 -0.823 -2.759 0.49 0.75 0.79 -1.147
C 0.535 -2.445 -2.006 -0.41 -0.07 0.34 -1.103
C -2.949 1.512 2.903 -0.06 0.19 -0.68 -1.436
C -0.465 1.809 4.027 0.55 0.28 -0.40 -1.353
C -1.387 -0.771 3.353 0.07 -0.19 -0.37 -1.294
H -4.249 1.680 -0.409 0.29 -0.04 -0.51 0.522
H -2.529 2.963 0.069 0.69 -0.23 0.02 0.463
H 2.435 -2.720 2.332 -0.21 0.20 -0.15 0.429
H 1.424 -2.959 0.876 0.06 0.06 0.23 0.319
H 0.663 -2.479 2.408 0.25 -0.07 -0.09 0.344
H 4.271 -0.851 1.434 -0.51 -0.02 -0.18 0.550
H 3.709 0.215 0.123 0.30 -0.22 -0.02 0.188
H 3.527 -1.568 -0.022 0.18 0.26 -0.02 0.394
H 3.334 -0.368 3.229 -0.43 0.00 -0.13 0.586
H 1.629 -0.292 3.756 0.20 0.15 -0.03 0.334
H 2.401 1.124 2.970 0.03 -0.15 0.23 0.296
H 1.056 -1.304 -4.805 -0.14 0.13 0.10 0.450
H 0.433 0.375 -4.613 0.04 -0.36 0.01 0.458
H -0.621 -1.023 -4.238 0.15 0.13 -0.30 0.347
H 3.101 -1.866 -2.764 -0.19 0.28 -0.05 0.469
H 3.237 -0.281 -1.935 0.29 -0.31 -0.35 0.120
H 3.043 -0.332 -3.696 -0.19 -0.16 0.19 0.511
H 0.332 -3.013 -2.923 0.16 0.07 0.23 0.484
H -0.365 -2.491 -1.375 0.15 -0.09 -0.16 0.132
H 1.366 -2.907 -1.461 -0.17 0.09 -0.16 0.420
H -3.290 1.242 3.917 0.26 0.08 -0.44 0.561
H -3.630 1.060 2.169 -0.14 0.33 0.36 0.351
H -2.969 2.606 2.795 -0.16 -0.26 0.02 0.405
H -1.234 1.999 4.791 0.21 -0.13 -0.32 0.483
H -0.071 2.771 3.674 -0.10 -0.12 0.34 0.424
H 0.355 1.235 4.475 -0.27 0.23 -0.18 0.426
H -2.271 -0.798 4.006 0.30 0.06 -0.14 0.488
H -0.499 -0.993 3.960 -0.26 -0.04 -0.24 0.505
H -1.501 -1.556 2.591 0.09 -0.01 0.28 0.210
C -3.198 -1.740 -1.001 -0.10 -0.44 0.56 1.112
C -3.228 -3.005 -0.400 -0.31 0.33 0.87 -0.515
C -3.561 -4.097 -1.170 0.28 -0.43 -0.01 -0.797
C -3.739 -3.935 -2.535 -0.29 -0.41 -0.32 -0.499
C -3.505 -2.710 -3.162 0.42 -0.23 0.43 -1.022
C -3.196 -1.591 -2.379 -0.56 0.65 -0.40 -0.019
S -3.682 -0.457 0.222 1.85 -0.46 -1.56 0.176
H -2.636 -0.905 1.034 -0.61 1.07 -0.29 -0.125
H -3.075 -3.106 0.686 -0.35 -0.04 -0.45 0.447
H -3.710 -5.088 -0.737 0.19 0.37 0.03 0.476
H -4.075 -4.834 -3.059 0.17 0.56 -0.30 0.447
H -3.574 -2.627 -4.236 0.02 0.07 -0.12 0.518
H -3.028 -0.604 -2.843 -0.40 -0.70 0.04 0.229
N 2.161 2.526 -2.486 0.51 -0.01 -0.39 -0.120
C 2.450 2.964 -1.227 -1.03 -0.68 0.09 0.794
C 3.663 3.539 -0.821 -0.08 0.09 0.06 -0.778
C 3.808 3.914 0.509 -0.46 -0.24 -0.71 -0.511
C 2.768 3.651 1.413 -0.86 -0.23 0.36 -0.649
C 1.612 3.040 0.969 0.35 0.76 0.06 -0.148
N 1.418 2.742 -0.342 0.67 -0.52 -0.46 0.225
H 1.311 1.981 -2.647 0.82 0.63 -0.26 -0.241
H 2.850 2.564 -3.245 -0.54 0.06 0.51 0.301
H 4.434 3.673 -1.575 -0.01 0.13 0.26 0.475
H 4.688 4.419 0.885 0.17 -0.07 -0.23 0.512
H 2.863 3.974 2.442 -0.06 -0.13 0.01 0.554
H 0.736 2.841 1.600 0.40 0.15 0.17 0.273
```
Positions in Å, forces in eV/Å.